<a>
C3H5N3O2S | ωB97M-V/def2-TZVPD

Output
- HOMO-LUMO gap (eV) = 9.4

Cartesian coordinates (Å):
C -0.928 1.101 -1.655
C -1.021 0.565 -0.265
C -0.031 -0.609 1.603
N -2.052 1.582 -2.072
N -2.281 0.549 0.288
N 0.284 1.007 -2.223
O -4.249 0.513 -1.306
O 0.101 0.170 0.337
S -3.269 1.436 -0.820
H -0.588 -1.483 1.460
H -0.402 -0.011 2.354
H 0.949 -0.815 1.568
H 0.933 0.505 -1.644
H 0.405 1.499 -3.081

Results of the Löwdin charge analysis, in e, for atoms 1 through 8: number 1, C, carries -0.449; number 2, C, carries -0.355; number 3, C, carries 0.045; number 4, N, carries -0.088; number 5, N, carries -0.083; number 6, N, carries 0.179; number 7, O, carries -0.480; number 8, O, carries -0.058

=====

<b>
C3H5N3O2S | ωB97M-V/def2-TZVPD

Output
- HOMO-LUMO gap (spin up / spin down) (eV) = 7.2 / 7.8

Cartesian coordinates (Å):
C 2.089 0.370 1.141
C 1.479 -0.781 0.649
C -0.663 0.194 1.159
N 1.448 1.408 1.498
N 0.113 -0.759 0.659
N -1.893 1.006 -1.151
O -2.525 -0.999 0.101
O -3.107 1.064 1.252
S -2.208 0.371 0.369
H 3.112 0.516 1.238
H 2.083 -1.540 0.109
H -0.240 -1.515 0.252
H -1.096 1.578 -1.401
H -2.530 0.513 -1.828

Results of the Löwdin charge analysis, in e, for atoms 1 through 8: number 1, C, carries -0.315; number 2, C, carries -0.096; number 3, C, carries -0.078; number 4, N, carries 0.194; number 5, N, carries -0.029; number 6, N, carries -0.087; number 7, O, carries -0.326; number 8, O, carries -0.294

=====

Stability check: which of them is least stable? <b>.

=====

<a>
C3H8NO2 | ωB97M-V/def2-TZVPD

Output
- ⟨S²⟩ = 0.75
- 2S+1 = 2
- HOMO-LUMO gap (spin up / spin down) (eV) = 10.6 / 7.9

Cartesian coordinates (Å):
C 1.352 0.568 0.568
O 2.369 -0.212 0.151
C -0.041 -0.097 0.335
C -0.576 0.197 -1.055
O -1.717 -0.572 -1.387
N -1.043 0.184 1.357
H 1.400 0.854 1.619
H 1.434 1.542 0.063
H 0.161 -1.168 0.423
H 0.224 0.008 -1.778
H -0.821 1.252 -1.115
H -1.652 -1.360 -0.837
H -1.538 1.047 1.133
H -0.601 0.319 2.261

Results of the Löwdin charge analysis, in e, for atoms 1 through 8: number 1, C, carries -0.290; number 2, O, carries 0.051; number 3, C, carries -0.390; number 4, C, carries -0.244; number 5, O, carries -0.050; number 6, N, carries 0.046; number 7, H, carries 0.115; number 8, H, carries 0.149

=====

<b>
C3H8NO2 | ωB97M-V/def2-TZVPD

Output
- ⟨S²⟩ = 0.75
- 2S+1 = 2
- HOMO-LUMO gap (spin up / spin down) (eV) = 10.8 / 8.2

Cartesian coordinates (Å):
C -0.766 0.543 -0.288
C 0.103 0.842 0.985
O 0.100 2.269 1.189
N -0.228 -0.535 -1.218
C 0.594 -1.610 -0.413
O 0.365 -2.313 0.792
H -1.860 0.329 0.063
H -0.774 1.521 -1.000
H 1.165 0.429 0.813
H -0.278 0.385 1.913
H 0.033 2.677 0.330
H -0.969 -1.125 -1.686
H 1.548 -1.153 -0.216
H 0.968 -2.258 -1.265

Results of the Löwdin charge analysis, in e, for atoms 1 through 8: number 1, C, carries -0.206; number 2, C, carries -0.248; number 3, O, carries -0.087; number 4, N, carries -0.058; number 5, C, carries -0.317; number 6, O, carries 0.019; number 7, H, carries 0.131; number 8, H, carries 0.139

=====

Stability check: which of them is least stable? <b>.

=====

<a>
Cl2H4Si3 | ωB97M-V/def2-TZVPD

Output
- HOMO-LUMO gap (eV) = 7.2

Cartesian coordinates (Å):
Si 0.637 0.769 0.412
Si -1.233 -0.049 -0.804
Si 1.146 -1.305 1.083
Cl -2.449 1.436 -1.248
Cl 3.042 -1.957 0.764
H 0.377 0.918 1.858
H 1.299 2.081 0.133
H -1.946 -0.992 -0.137
H -0.873 -0.901 -2.059

Results of the Löwdin charge analysis, in e, for atoms 1 through 8: number 1, Si, carries 0.173; number 2, Si, carries -0.114; number 3, Si, carries 0.043; number 4, Cl, carries 0.241; number 5, Cl, carries 0.090; number 6, H, carries -0.121; number 7, H, carries -0.111; number 8, H, carries -0.146

=====

<b>
Cl2H4Si3 | ωB97M-V/def2-TZVPD

Output
- HOMO-LUMO gap (spin up / spin down) (eV) = 6.6 / 5.7

Cartesian coordinates (Å):
Si -1.147 -0.413 0.534
Si 0.941 0.765 0.035
Si -3.658 -1.915 2.569
Cl 0.551 2.814 0.591
Cl -3.309 -1.301 4.430
H -1.158 -1.345 -0.715
H -2.475 0.425 0.403
H 1.607 0.612 -1.203
H 1.891 0.100 1.091

Results of the Löwdin charge analysis, in e, for atoms 1 through 8: number 1, Si, carries 0.270; number 2, Si, carries 0.043; number 3, Si, carries 0.174; number 4, Cl, carries 0.044; number 5, Cl, carries 0.042; number 6, H, carries -0.174; number 7, H, carries -0.167; number 8, H, carries -0.140

=====

Stability check: which of them is least stable? <b>.

=====

<a>
C3H9N3O2 | ωB97M-V/def2-TZVPD

Output
- HOMO-LUMO gap (eV) = 10.2

Cartesian coordinates (Å):
C -1.899 0.384 -0.312
C 0.716 -1.179 0.816
N -0.128 0.310 -0.988
C 0.773 0.167 0.108
N 0.277 1.239 -1.980
N 1.360 -1.208 2.110
O -2.126 -0.848 -0.596
O 1.476 1.087 0.447
H -0.696 -0.643 -1.299
H 0.843 1.981 -1.575
H -0.554 1.689 -2.355
H 2.295 -0.821 2.048
H 0.848 -0.641 2.776
H -1.782 0.716 0.733
H -2.285 1.177 -0.975
H -0.322 -1.511 0.895
H 1.206 -1.898 0.149

Results of the Löwdin charge analysis, in e, for atoms 1 through 8: number 1, C, carries -0.226; number 2, C, carries -0.198; number 3, N, carries -0.103; number 4, C, carries -0.428; number 5, N, carries 0.071; number 6, N, carries 0.013; number 7, O, carries -0.178; number 8, O, carries 0.098

=====

<b>
C3H9N3O2 | ωB97M-V/def2-TZVPD

Output
- SMILES string = N=C=NN.COCO
- HOMO-LUMO gap (eV) = 9.8

Cartesian coordinates (Å):
N 1.395 -2.112 -0.190
C 1.879 -0.997 -0.064
N 2.281 0.107 -0.309
N 2.210 1.332 0.303
H 1.796 -2.927 0.244
H 2.468 2.033 -0.386
H 1.268 1.509 0.654
C -1.440 1.174 -0.826
O -0.723 0.675 0.286
C -1.325 -0.456 0.867
O -1.391 -1.548 0.027
H -1.557 0.401 -1.590
H -2.430 1.526 -0.517
H -0.861 2.004 -1.226
H -0.725 -0.654 1.768
H -2.361 -0.226 1.156
H -0.484 -1.840 -0.198

Results of the Löwdin charge analysis, in e, for atoms 1 through 8: number 1, N, carries 0.128; number 2, C, carries -0.284; number 3, N, carries 0.013; number 4, N, carries 0.023; number 5, H, carries 0.076; number 6, H, carries 0.085; number 7, H, carries 0.070; number 8, C, carries -0.091

=====

Stability check: which of them is least stable? <a>.

=====

<a>
C3H3OPS | ωB97M-V/def2-TZVPD

Output
- SMILES string = C=CP1SC1=O
- HOMO-LUMO gap (eV) = 8.5

Cartesian coordinates (Å):
C 1.538 0.359 0.357
C 1.125 -0.444 -0.642
P -0.821 -0.387 -1.064
S -1.736 1.368 -0.354
C -2.182 -0.110 0.337
O -2.927 -0.627 1.111
H 2.625 0.181 0.561
H 0.851 0.992 0.769
H 1.526 -1.331 -1.074

Results of the Löwdin charge analysis, in e, for atoms 1 through 8: number 1, C, carries -0.075; number 2, C, carries -0.343; number 3, P, carries 0.692; number 4, S, carries 0.631; number 5, C, carries -0.995; number 6, O, carries 0.008; number 7, H, carries 0.076; number 8, H, carries -0.018

=====

<b>
C3H3OPS | ωB97M-V/def2-TZVPD

Output
- SMILES string = O=C/C=C\P=S
- HOMO-LUMO gap (spin up / spin down) (eV) = 7.1 / 7.1

Cartesian coordinates (Å):
O -0.164 -1.363 -1.043
C -0.857 -0.845 -0.262
C -0.455 -0.051 0.845
C 0.656 0.677 0.742
P 1.356 1.166 -0.907
S 1.678 -0.304 -2.106
H -1.945 -0.776 -0.395
H -1.157 -0.001 1.543
H 0.889 1.496 1.583

Results of the Löwdin charge analysis, in e, for atoms 1 through 8: number 1, O, carries -0.132; number 2, C, carries -0.382; number 3, C, carries -0.162; number 4, C, carries -0.363; number 5, P, carries 0.460; number 6, S, carries 0.293; number 7, H, carries 0.126; number 8, H, carries 0.059

=====

Stability check: which of them is least stable? <b>.

=====

<a>
C4H8IN2 | ωB97M-V/def2-TZVPD

Output
- net charge = +1
- HOMO-LUMO gap (eV) = 8.5

Cartesian coordinates (Å):
C -1.837 -0.906 -0.511
C 0.111 0.369 1.275
C -0.373 -0.927 -0.864
C 0.562 -0.282 0.069
N 3.439 3.088 0.165
N 2.426 2.932 -0.212
I 2.564 -0.357 -0.399
H -1.909 -0.813 0.604
H -2.401 -0.069 -1.077
H -2.423 -1.858 -0.817
H 0.021 1.400 1.017
H -0.762 -0.112 1.711
H 0.908 0.240 2.007
H -0.090 -2.048 -0.980
H -0.236 -0.658 -1.986

Results of the Löwdin charge analysis, in e, for atoms 1 through 8: number 1, C, carries -0.105; number 2, C, carries -0.096; number 3, C, carries -0.321; number 4, C, carries -0.639; number 5, N, carries 0.042; number 6, N, carries -0.017; number 7, I, carries 1.165; number 8, H, carries 0.068

=====

<b>
C4H8IN2 | ωB97M-V/def2-TZVPD

Output
- net charge = +1
- HOMO-LUMO gap (spin up / spin down) (eV) = 6.2 / 5.4

Cartesian coordinates (Å):
C 0.411 -1.061 0.764
C 0.590 -1.326 -2.463
C -1.022 0.556 1.938
C 0.467 1.152 0.145
N 0.377 -0.988 -3.572
N 0.101 0.153 1.030
I 0.769 -2.919 -1.330
H 0.088 -1.902 1.403
H -1.172 -0.176 2.663
H -1.974 0.814 1.424
H -0.744 1.541 2.502
H 0.910 1.908 0.708
H -0.243 1.620 -0.529
H 1.175 0.752 -0.509
H 0.265 -0.123 -4.174

Results of the Löwdin charge analysis, in e, for atoms 1 through 8: number 1, C, carries -0.130; number 2, C, carries -0.659; number 3, C, carries -0.012; number 4, C, carries -0.097; number 5, N, carries 0.163; number 6, N, carries -0.289; number 7, I, carries 1.257; number 8, H, carries 0.030

=====

Stability check: which of them is least stable? <b>.

=====

<a>
C4H8NO | ωB97M-V/def2-TZVPD

Output
- SMILES string = C[N@@+]12C[C@@H]1[C@H]2O
- net charge = +1
- HOMO-LUMO gap (eV) = 10.5

Cartesian coordinates (Å):
C -1.201 -0.016 -1.001
N 0.022 0.204 -0.394
C 0.469 1.401 0.188
C 0.384 0.369 1.301
C 0.929 -0.737 0.471
O 0.365 -1.972 0.541
H -1.100 -0.535 -2.096
H -1.924 -0.671 -0.603
H -1.654 0.960 -1.161
H -0.291 2.301 0.154
H 1.397 1.781 -0.170
H -0.351 0.243 2.012
H 2.008 -0.582 0.360
H 0.945 -2.745 0.400

Results of the Löwdin charge analysis, in e, for atoms 1 through 8: number 1, C, carries -0.030; number 2, N, carries -0.073; number 3, C, carries -0.067; number 4, C, carries 0.172; number 5, C, carries -0.234; number 6, O, carries 0.092; number 7, H, carries 0.176; number 8, H, carries 0.087

=====

<b>
C4H8NO | ωB97M-V/def2-TZVPD

Output
- SMILES string = C[NH2+][C@]12C[C@@H]1O2
- net charge = +1
- HOMO-LUMO gap (eV) = 10.0

Cartesian coordinates (Å):
C 1.813 0.420 -0.502
N 0.699 0.600 0.419
C -0.459 -0.073 -0.081
C -1.366 -1.298 0.009
C -1.883 0.069 0.432
O -1.414 0.690 -0.730
H 1.991 1.103 -1.313
H 2.794 0.427 -0.046
H 1.574 -0.737 -0.882
H 0.525 1.626 0.495
H 0.921 0.283 1.329
H -1.327 -2.050 0.741
H -1.583 -1.637 -1.119
H -2.284 0.576 1.247

Results of the Löwdin charge analysis, in e, for atoms 1 through 8: number 1, C, carries 0.008; number 2, N, carries 0.082; number 3, C, carries -0.368; number 4, C, carries 0.073; number 5, C, carries -0.063; number 6, O, carries 0.053; number 7, H, carries 0.106; number 8, H, carries 0.099

=====

Stability check: which of them is least stable? <b>.

=====

<a>
C4H6 | ωB97M-V/def2-TZVPD

Output
- SMILES string = C#CCC
- HOMO-LUMO gap (eV) = 11.0

Cartesian coordinates (Å):
C 2.199 -0.597 -0.316
C 1.110 -0.450 0.173
C -0.336 -0.464 0.390
C -1.044 0.841 -0.045
H 3.062 -0.860 -0.880
H -0.636 -0.753 1.401
H -0.596 -1.319 -0.240
H -1.901 0.627 -0.690
H -0.358 1.500 -0.589
H -1.414 1.406 0.817

Results of the Löwdin charge analysis, in e, for atoms 1 through 8: number 1, C, carries 0.092; number 2, C, carries -0.169; number 3, C, carries -0.265; number 4, C, carries -0.099; number 5, H, carries 0.020; number 6, H, carries 0.105; number 7, H, carries 0.110; number 8, H, carries 0.068

=====

<b>
C4H6 | ωB97M-V/def2-TZVPD

Output
- HOMO-LUMO gap (eV) = 9.6

Cartesian coordinates (Å):
C 1.442 0.473 -0.137
C -1.788 -1.606 0.025
C 0.916 1.645 0.027
C -1.587 -0.999 1.129
H 2.351 0.414 -0.770
H 0.919 -0.352 0.318
H -2.281 -1.286 -0.823
H -1.402 -2.688 -0.198
H 1.357 2.593 -0.281
H 0.073 1.807 0.711

Results of the Löwdin charge analysis, in e, for atoms 1 through 8: number 1, C, carries -0.098; number 2, C, carries -0.166; number 3, C, carries -0.110; number 4, C, carries 0.083; number 5, H, carries 0.063; number 6, H, carries 0.008; number 7, H, carries 0.018; number 8, H, carries 0.112

=====

<c>
C4H6 | ωB97M-V/def2-TZVPD

Output
- HOMO-LUMO gap (eV) = 8.3

Cartesian coordinates (Å):
C -1.160 1.065 0.050
C -0.424 -0.202 0.468
C 0.779 -0.487 -0.026
C 2.069 -0.785 -0.250
H -2.156 0.819 -0.358
H -0.610 1.580 -0.751
H -1.310 1.778 0.873
H -0.913 -0.933 1.122
H 1.378 -1.704 0.124
H 2.346 -1.131 -1.253

Results of the Löwdin charge analysis, in e, for atoms 1 through 8: number 1, C, carries -0.111; number 2, C, carries -0.168; number 3, C, carries -0.188; number 4, C, carries -0.017; number 5, H, carries 0.071; number 6, H, carries 0.074; number 7, H, carries 0.067; number 8, H, carries 0.108

=====

Stability check: which of them is least stable? <b>.